[1]
Entry from the Open Molecules 2025 dataset: an isolated molecule of C5H6O3 (ωB97M-V/def2-TZVPD).

Values from the calculation:
Charge: 0
E_tot, a.u.: -419.655702
Lowest unoccupied orbital energy, eV: 0.73
Gap between HOMO and LUMO, Ha: 0.35481
E_HOMO, eV: -8.9241
Spin multiplicity: 1

Each line ends with the natural charge from an NBO analysis.
Positions of all 14 atoms, in Å:
C -0.71925 -1.52406 -0.41311  0.06
C 0.36338 -1.71670 -1.01826  -0.13
C 0.23830 0.31975 0.47818  0.43
C -1.25733 2.17429 1.02392  -0.30
C 1.61102 -1.51700 -1.31029  0.16
O -0.95602 -0.23693 0.15385  -0.54
O 2.60622 -1.47832 -0.36888  -0.68
O 0.07572 1.56101 0.92085  -0.51
H -1.59901 -2.04745 -0.54962  0.20
H -1.70939 2.28262 0.01195  0.20
H -1.01288 3.18844 1.53975  0.21
H -1.90706 1.45186 1.59917  0.21
H 1.97058 -1.56374 -2.36290  0.19
H 2.29570 -0.89379 0.29541  0.50



[2]
Entry from the Open Molecules 2025 dataset: an isolated molecule of C5H6O3 (ωB97M-V/def2-TZVPD).

Values from the calculation:
Charge: 0
E_tot, a.u.: -419.669208
Lowest unoccupied orbital energy, eV: 0.12
Gap between HOMO and LUMO, Ha: 0.35718
Structure (SMILES): C=C[C@@H]1COC(=O)O1
E_HOMO, eV: -9.6030
Spin multiplicity: 1

Each line ends with the natural charge from an NBO analysis.
Positions of all 14 atoms, in Å:
C 1.98584 -0.49635 0.35382  -0.39
C 1.27606 0.74485 -0.13414  -0.27
C -0.26400 0.76045 -0.70015  0.04
C -1.23343 0.64389 0.61804  -0.12
O -1.69345 -0.76383 0.77127  -0.50
C -1.18844 -1.41301 -0.44852  0.96
O -1.13047 -2.74709 -0.43676  -0.56
O -0.78780 -0.40547 -1.44351  -0.50
H 3.15635 -0.58319 0.35567  0.23
H 1.39295 -1.44965 0.74025  0.23
H 1.93968 1.73288 -0.12105  0.23
H -0.45259 1.67759 -1.41064  0.24
H -0.75620 1.12293 1.57968  0.23
H -2.24448 1.17599 0.27603  0.19



[3]
Entry from the Open Molecules 2025 dataset: a structure of composition C5H6O4Tl (ωB97M-V/def2-TZVPD).

Values from the calculation:
Charge: +3
E_tot, a.u.: -666.012502
Lowest unoccupied orbital energy (alpha / beta), eV: -17.66 / -17.94
Gap between HOMO and LUMO (alpha / beta), Ha: 0.17015 / 0.13654
E_HOMO (alpha / beta), eV: -22.2937 / -21.6553
Spin multiplicity: 1

Each line ends with the Mulliken charge.
Positions of all 16 atoms, in Å:
O -1.10692 0.73398 -1.50954  -0.49
C -1.62376 -0.42828 -1.50532  0.25
C -2.51743 -0.73709 -0.36379  0.30
O -2.72896 0.15301 0.47296  -0.32
Tl -2.11466 2.01794 0.17049  1.35
H -1.04513 -1.23820 -1.96645  0.43
H -2.78132 -1.78533 -0.16529  0.45
C 1.98962 -1.47358 1.26979  -0.61
C 1.85086 -0.20900 0.90827  0.14
O 0.56417 0.23134 0.55549  -0.14
C 0.30768 1.32355 -0.07973  0.51
O 1.32437 2.06876 -0.33855  -0.27
H 1.16609 -2.18373 1.19302  0.25
H 2.65418 0.49731 0.71515  0.40
H 2.99439 -1.86973 1.40872  0.32
H 1.06681 2.89904 -0.76521  0.42



[4]
Entry from the Open Molecules 2025 dataset: a structure of composition C5H6O4V (ωB97M-V/def2-TZVPD).

Values from the calculation:
Charge: +1
E_tot, a.u.: -1438.676812
Lowest unoccupied orbital energy (alpha / beta), eV: -4.98 / -5.33
Gap between HOMO and LUMO (alpha / beta), Ha: 0.26653 / 0.29104
E_HOMO (alpha / beta), eV: -12.2328 / -13.2490
Spin multiplicity: 5

Each line ends with the natural charge from an NBO analysis.
Positions of all 16 atoms, in Å:
O 2.02736 0.25257 0.14901  -0.66
C 2.43381 1.22360 -0.58340  0.21
C 1.88254 2.52984 -0.48828  0.21
O 0.91241 2.78863 0.29539  -0.71
V 0.43357 1.28123 1.40329  1.33
H 3.34844 1.07552 -1.16854  0.19
H 2.42464 3.35359 -0.97145  0.19
C -2.90876 -1.43770 -0.98104  -0.39
C -2.00538 -1.42827 -0.01032  0.06
O -0.82079 -0.72573 -0.20926  -0.49
C 0.11127 -0.65685 0.73403  0.49
O 0.26193 -1.80262 1.37063  -0.62
H -2.75094 -0.90290 -1.91834  0.23
H -2.17088 -1.83778 0.98484  0.21
H -3.80842 -2.04016 -0.85927  0.24
H 0.62919 -1.67295 2.25272  0.52



[5]
Entry from the Open Molecules 2025 dataset: an isolated molecule of C5H6OS (ωB97M-V/def2-TZVPD).

Values from the calculation:
Charge: 0
E_tot, a.u.: -667.412158
Lowest unoccupied orbital energy, eV: 0.67
Gap between HOMO and LUMO, Ha: 0.35226
Structure (SMILES): C1[C@@H]2S[C@H]1[C@@H]1O[C@@H]12
E_HOMO, eV: -8.9172
Spin multiplicity: 1

Each line ends with the natural charge from an NBO analysis.
Positions of all 13 atoms, in Å:
C -0.20593 1.02663 0.69309  -0.39
C -0.54357 0.68624 -0.85130  -0.36
S -1.90070 -0.48449 -0.34903  0.14
C -0.44761 -0.58033 0.97478  -0.25
C 0.63187 -1.12581 0.07640  0.01
O 1.72309 -0.16134 -0.08448  -0.47
C 0.70874 -0.15043 -1.03087  0.01
H -1.04354 1.49547 1.13459  0.20
H 0.60866 1.62649 1.02708  0.23
H -0.66988 1.65471 -1.39510  0.25
H -0.63057 -1.08650 1.86510  0.22
H 0.71253 -2.31012 -0.08259  0.22
H 1.05692 -0.59052 -1.97768  0.20



[6]
Entry from the Open Molecules 2025 dataset: an isolated molecule of C5H6OS (ωB97M-V/def2-TZVPD).

Values from the calculation:
Charge: 0
E_tot, a.u.: -667.445803
Lowest unoccupied orbital energy, eV: 0.81
Gap between HOMO and LUMO, Ha: 0.35092
Structure (SMILES): O=C[C@@H]1C=CSC1
E_HOMO, eV: -8.7362
Spin multiplicity: 1

Each line ends with the natural charge from an NBO analysis.
Positions of all 13 atoms, in Å:
O -2.37009 -0.75489 -0.49539  -0.53
C -1.72894 0.08016 0.17654  0.46
C -0.21537 -0.08301 0.47472  -0.39
C 0.47337 1.16607 -0.09442  -0.23
C 1.72064 0.86640 -0.40907  -0.33
S 2.10440 -0.88396 0.03865  0.16
C 0.26198 -1.31432 -0.18482  -0.47
H -2.29982 0.95888 0.88301  0.11
H -0.24413 -0.07990 1.49286  0.23
H -0.19528 2.21418 -0.31976  0.24
H 2.67111 1.46087 -0.78366  0.25
H -0.08366 -1.52732 -1.23218  0.25
H -0.09419 -2.10317 0.45352  0.23



[7]
Entry from the Open Molecules 2025 dataset: an isolated molecule of C5H6OS (ωB97M-V/def2-TZVPD).

Values from the calculation:
Charge: 0
E_tot, a.u.: -667.436591
Lowest unoccupied orbital energy, eV: 0.74
Gap between HOMO and LUMO, Ha: 0.32481
Structure (SMILES): S/C=C1\C=COC1
E_HOMO, eV: -8.0963
Spin multiplicity: 1

Each line ends with the natural charge from an NBO analysis.
Positions of all 13 atoms, in Å:
S 1.46947 1.57849 -2.09190  -0.01
C 0.44622 0.28639 -1.55966  -0.41
C 0.13819 -0.13378 -0.33992  -0.04
C 0.35924 0.52688 1.01946  -0.35
C -0.53154 0.01677 1.88600  0.18
O -1.19543 -1.14397 1.52446  -0.50
C -0.75852 -1.38583 -0.01702  -0.11
H 1.08288 2.78200 -1.54924  0.14
H 0.11678 -0.37053 -2.50020  0.22
H 0.96868 1.29181 1.23763  0.22
H -0.52246 0.51107 2.86230  0.21
H 0.05026 -2.17514 0.21241  0.21
H -1.62379 -1.78417 -0.68433  0.24



[8]
Entry from the Open Molecules 2025 dataset: an isolated molecule of C5H6OS2 (ωB97M-V/def2-TZVPD).

Values from the calculation:
Charge: 0
E_tot, a.u.: -1065.497467
Lowest unoccupied orbital energy, eV: 0.50
Gap between HOMO and LUMO, Ha: 0.30855
E_HOMO, eV: -7.8930
Spin multiplicity: 1

Each line ends with the natural charge from an NBO analysis.
Positions of all 14 atoms, in Å:
C 1.55634 -0.53178 -1.64241  -0.37
C 0.72144 0.70401 -1.88040  -0.40
C 1.19951 -0.44688 -0.18711  -0.34
C 0.48862 0.91715 -0.45314  -0.34
C -1.85707 0.12338 2.16085  -0.25
O -1.14920 -0.80657 1.35228  -0.69
S 2.49368 0.91934 -2.16333  0.19
S -0.67400 -0.59857 -0.22419  0.86
H 1.51316 -1.50551 -2.23503  0.24
H 0.19451 1.05446 -2.69147  0.25
H 1.55332 -0.95839 0.75584  0.26
H -1.78516 1.24702 1.76170  0.21
H -1.42357 0.10748 3.23745  0.20
H -2.83159 -0.22514 2.20898  0.18



> The highest charge belongs to which entry?

C5H6O4Tl



> Which formula does entry 7 have?

C5H6OS



> Which value of E_tot does entry 3 give?

-666.012502 a.u.



> Look up the spin multiplicity of the third one.

1